{"formula": "C38H42FN2PdTe2", "method": "the ωB97M-V functional and the def2-TZVPD basis", "spin_multiplicity": 1, "homo_energy_ev": [-9.48, -9.48], "charge": 1, "e_tot_ev": -63845.56676, "e_above_lowest_kj_mol": 0.0, "symbols": ["Te", "Te", "Pd", "F", "N", "N", "C", "C", "C", "C", "C", "C", "C", "C", "C", "C", "C", "C", "C", "C", "C", "C", "C", "C", "C", "C", "C", "C", "C", "C", "C", "C", "C", "C", "C", "C", "C", "C", "C", "C", "C", "C", "C", "C", "H", "H", "H", "H", "H", "H", "H", "H", "H", "H", "H", "H", "H", "H", "H", "H", "H", "H", "H", "H", "H", "H", "H", "H", "H", "H", "H", "H", "H", "H", "H", "H", "H", "H", "H", "H", "H", "H", "H", "H", "H", "H"], "coordinates": [[1.4614, -1.4137, -2.2353], [-1.4839, 0.5865, -1.3358], [0.7703, 0.1490, -0.1467], [-0.3158, -2.4054, 0.0365], [2.7639, -0.1775, 0.5186], [0.4999, -0.4911, 1.9294], [-0.8026, 1.7541, -2.9454], [1.8802, -0.9348, 3.8725], [-0.5673, -1.3452, 2.1743], [-0.5270, -3.6342, -5.2463], [1.0176, -1.6700, -6.4472], [-0.3896, -3.6082, -6.6231], [1.1560, 0.0062, 3.0998], [-1.6315, 1.8865, -4.0520], [1.1179, 2.8489, 1.5761], [1.5370, -0.6249, -4.2152], [-2.7926, -3.0698, 2.5982], [1.7697, 1.7166, 4.7011], [-2.6185, 2.1430, -0.4963], [-2.0751, 3.4105, -0.3316], [-1.1206, 2.0446, 2.5254], [0.0282, 3.2731, -5.1062], [-3.9348, 1.8781, -0.1501], [3.5302, -2.6402, 3.0493], [2.0725, -2.3783, 3.4438], [2.4614, 0.7963, 5.4630], [-4.1778, 4.1647, 0.5511], [0.4372, 2.3835, -2.9110], [-1.2963, -1.3459, 3.3739], [0.3346, 2.4165, 2.8060], [0.8497, 3.1449, -3.9942], [0.1083, -2.6790, -4.4584], [-1.0179, -2.2726, 1.2241], [1.1064, 1.3476, 3.5324], [-0.0731, -2.6960, -2.9576], [-2.8623, 4.4233, 0.1875], [0.3849, -2.6237, -7.2245], [-2.3815, -2.1846, 3.5812], [-4.7135, 2.8969, 0.3830], [0.8873, -1.6914, -5.0623], [1.6448, -3.3654, 4.5328], [2.5053, -0.5214, 5.0432], [-1.2111, 2.6488, -5.1333], [-2.0926, -3.1145, 1.4052], [0.6814, 3.7132, 1.0723], [0.6526, -3.1259, 4.9147], [0.4979, -2.6045, -8.2998], [2.9523, 1.0988, 6.3782], [2.9161, 0.3396, 1.3841], [-1.0490, -2.3266, -2.6425], [3.8648, -1.9947, 2.2348], [-4.7890, 4.9572, 0.9607], [1.0754, 2.2839, -2.0383], [-2.9153, -2.1378, 4.5212], [-1.6896, 2.9344, 2.2556], [-5.7401, 2.6975, 0.6576], [-1.1279, -4.4026, -4.7762], [1.4484, -2.5752, 2.5725], [0.0926, -3.6772, -2.5195], [-2.3551, -3.8079, 0.6163], [-0.9996, -0.6521, 4.1499], [-1.2170, 1.3242, 1.7175], [0.2889, 3.2829, 3.4738], [-3.6386, -3.7230, 2.7570], [-0.8809, -4.3579, -7.2276], [-2.5992, 1.4006, -4.0807], [2.3414, -3.3639, 5.3734], [2.8133, -1.1652, 0.7535], [3.0528, -1.2485, 5.6307], [-1.8543, 2.7522, -5.9968], [2.1541, 3.0826, 1.8291], [0.9922, 0.3153, -4.2610], [-4.3584, 0.8909, -0.2887], [1.6189, -4.3803, 4.1335], [-1.0525, 3.6131, -0.6251], [1.6213, -0.9031, -6.9166], [1.8112, 3.6404, -3.9675], [0.3527, 3.8644, -5.9516], [-2.4490, 5.4155, 0.3108], [4.1988, -2.4571, 3.8918], [1.7090, 2.7484, 5.0281], [3.6636, -3.6770, 2.7358], [2.5804, -0.4456, -4.4672], [-1.5811, 1.6130, 3.4136], [3.5154, 0.0340, -0.1316], [1.1617, 1.9919, 0.8882]], "forces_ev_per_angstrom": [[0.379, 0.476, 0.095], [-0.132, -0.300, 0.193], [0.432, -1.007, 0.243], [-0.227, -0.031, 0.303], [0.004, 0.000, -0.228], [-0.266, 0.132, -0.251], [0.109, 0.004, 0.032], [0.278, 0.167, -0.108], [-0.159, 0.441, -0.292], [0.017, -0.010, -0.006], [0.025, -0.008, -0.010], [0.012, 0.018, -0.007], [0.027, -0.147, -0.052], [0.016, -0.035, -0.032], [0.084, -0.072, -0.187], [-0.067, -0.094, 0.028], [-0.114, -0.049, 0.055], [-0.013, 0.005, -0.053], [0.098, 0.068, 0.063], [-0.018, 0.001, -0.192], [-0.058, 0.110, -0.005], [-0.017, -0.012, -0.004], [0.023, -0.067, 0.073], [-0.017, -0.048, 0.066], [-0.076, -0.120, -0.028], [-0.014, -0.059, 0.021], [-0.033, -0.022, 0.009], [-0.069, 0.067, 0.122], [-0.212, -0.006, 0.114], [-0.120, 0.281, 0.149], [0.018, 0.033, -0.002], [-0.014, 0.073, 0.008], [0.137, -0.167, -0.090], [-0.149, -0.357, 0.091], [-0.104, 0.203, -0.057], [-0.011, 0.040, -0.028], [-0.029, -0.033, -0.003], [0.148, 0.095, 0.061], [-0.002, 0.041, 0.009], [-0.085, -0.033, 0.036], [-0.028, -0.023, 0.009], [0.032, 0.007, -0.022], [0.015, 0.008, -0.024], [0.166, 0.044, -0.196], [-0.044, -0.081, -0.052], [-0.031, -0.002, -0.016], [0.004, 0.001, -0.011], [0.011, 0.000, 0.001], [-0.076, -0.034, 0.006], [0.007, -0.033, -0.003], [0.049, 0.006, 0.019], [-0.008, 0.010, 0.007], [-0.012, -0.002, -0.042], [0.020, 0.009, 0.014], [-0.001, -0.006, 0.019], [-0.015, 0.003, 0.009], [-0.004, -0.011, 0.003], [0.037, 0.050, -0.011], [-0.014, 0.009, 0.019], [0.013, 0.009, -0.001], [0.004, -0.031, 0.013], [0.017, -0.032, 0.038], [0.115, -0.062, 0.049], [-0.007, -0.008, -0.001], [-0.005, -0.009, -0.009], [0.006, -0.008, 0.006], [-0.010, 0.031, 0.006], [-0.025, 0.039, 0.071], [-0.002, 0.006, 0.012], [0.004, 0.003, -0.008], [-0.043, 0.117, 0.085], [0.025, 0.012, 0.031], [0.007, -0.007, 0.011], [0.015, -0.009, 0.001], [0.006, -0.003, 0.031], [0.011, 0.006, 0.001], [0.005, 0.007, -0.006], [0.003, 0.009, -0.008], [0.002, 0.012, 0.005], [0.010, -0.006, 0.006], [0.010, -0.004, -0.020], [-0.003, -0.003, -0.011], [-0.016, -0.040, -0.070], [0.002, 0.004, 0.032], [-0.002, 0.035, 0.051], [-0.049, 0.402, -0.180]]}

{"formula": "C8H11BrCaN2O2S", "method": "the ωB97M-V functional and the def2-TZVPD basis", "spin_multiplicity": 1, "homo_energy_ev": -15.33, "charge": 2, "e_tot_ev": -114846.39180, "e_above_lowest_kj_mol": 0.0, "symbols": ["Br", "Ca", "S", "O", "O", "N", "N", "C", "C", "C", "C", "C", "C", "C", "C", "H", "H", "H", "H", "H", "H", "H", "H", "H", "H", "H"], "coordinates": [[3.5525, 1.5956, -1.5114], [3.9122, 4.3341, -1.4070], [-3.8814, -0.4688, -0.4491], [-3.3325, -0.6570, -1.7661], [-4.8928, -1.3345, 0.0586], [-0.0244, -1.7748, 2.6309], [-1.6954, 2.8806, 0.7087], [0.0576, -0.9825, 1.8008], [-1.5815, 1.7681, 0.4361], [0.0740, 0.0025, 0.7227], [1.0343, -0.4340, -0.3927], [2.4703, -0.5491, 0.1290], [-2.4880, -0.5376, 0.6611], [-1.3480, 0.3471, 0.1724], [3.4959, -0.3563, -0.9567], [-4.2811, 0.8258, -0.3687], [4.5112, -0.6014, -0.6643], [3.2323, -0.8700, -1.8777], [-2.7979, -0.2976, 1.6772], [0.7208, -1.4073, -0.7697], [0.9688, 0.3054, -1.1901], [-1.2995, 0.2578, -0.9159], [2.6515, 0.1724, 0.9269], [2.6739, -1.5416, 0.5389], [-2.2197, -1.5935, 0.6527], [0.4868, 0.9166, 1.1535]], "forces_ev_per_angstrom": [[0.083, 0.866, -0.401], [-0.057, -0.480, 0.057], [0.026, -0.557, -0.399], [0.027, 0.244, 0.036], [-0.047, 0.224, 0.125], [0.206, 0.263, -0.283], [0.119, -0.317, -0.258], [-0.368, -0.382, 0.339], [-0.206, 0.451, 0.376], [0.257, 0.170, 0.001], [-0.007, -0.318, 0.506], [-0.013, 0.654, -0.429], [-0.061, 0.182, 0.333], [0.272, -0.009, -0.316], [-0.215, -1.461, 0.720], [-0.076, -0.014, 0.139], [0.162, 0.420, -0.030], [0.049, 0.365, -0.281], [-0.112, 0.056, 0.007], [-0.094, 0.080, -0.280], [-0.017, -0.006, -0.136], [-0.071, -0.188, -0.037], [0.070, -0.127, 0.180], [0.017, -0.083, 0.057], [0.074, -0.076, -0.123], [-0.020, 0.040, 0.097]]}